ORCA calculation (ωB97M-V/def2-TZVPD) on a structure of composition C22H17BrF4N3PSScSe4.

```
54
C22H17BrF4N3PSScSe4 (ωB97M-V/def2-TZVPD)
Sc 0.193 -0.202 0.069
F -0.047 -7.771 -0.877
C -0.006 -6.575 -0.319
C -0.264 -6.425 1.031
F -0.555 -7.481 1.775
C -0.203 -5.162 1.602
F -0.420 -5.098 2.916
C 0.098 -4.022 0.868
P 0.160 -2.397 1.699
C -1.386 -2.320 2.633
C -2.531 -2.852 2.046
C -3.757 -2.738 2.682
C -3.844 -2.080 3.900
C -2.708 -1.527 4.474
C -1.479 -1.640 3.843
C 1.545 -2.580 2.848
C 2.787 -2.118 2.421
C 3.915 -2.286 3.210
C 3.804 -2.918 4.440
C 2.571 -3.389 4.870
C 1.445 -3.229 4.078
C 0.387 -4.211 -0.487
Br 0.957 -2.811 -1.615
C 0.326 -5.458 -1.076
F 0.600 -5.637 -2.362
H -2.477 -3.349 1.086
H -4.638 -3.162 2.222
H -4.800 -1.988 4.396
H -2.776 -1.006 5.419
H -0.606 -1.180 4.289
H 2.877 -1.628 1.459
H 4.875 -1.925 2.869
H 4.679 -3.051 5.062
H 2.486 -3.891 5.823
H 0.494 -3.619 4.415
Se -1.888 -0.888 -1.253
Se -2.826 1.136 -0.484
Se -2.640 0.938 1.825
Se -0.347 1.346 2.097
C 5.453 -1.032 -2.152
C 4.600 -1.246 -0.907
C 3.749 -0.066 -0.574
N 2.461 -0.067 -0.520
N 1.913 1.144 -0.182
C 2.810 2.067 0.070
N 2.483 3.299 0.456
S 4.417 1.495 -0.194
H 6.040 -1.923 -2.357
H 6.150 -0.203 -2.029
H 4.832 -0.823 -3.021
H 5.228 -1.474 -0.042
H 3.920 -2.091 -1.035
H 1.513 3.480 0.675
H 3.174 3.975 0.727
```

Calculated values
Spin multiplicity ... 1
Molar mass ... 903.13 g/mol
Charge ... +1
DFT total energy ... -15092.2188 Ha
Relative energy (zero: lowest compared OMol25 entry of this formula, charge and spin) ... 48.2 kJ/mol
Kohn-Sham gap ... 0.25623 Ha
HOMO level ... -0.3782 Eh
E_LUMO ... -0.122 hartree